31
Properties=species:S:1:pos:R:3 method="wB97M-V/def2-TZVPD" fmax_ev_per_a=2.96 mol_weight_g_mol=256.229 gap_ha=0.1050 total_charge=-2 multiplicity=1
C 2.789 -1.722 0.824
C 2.147 -0.971 -0.453
C 2.085 0.571 -0.078
C 1.071 1.418 -1.013
C 1.546 2.934 -0.900
C -0.372 1.169 -0.368
C -0.820 1.966 0.699
C -2.216 1.726 1.362
O -2.670 2.484 2.267
C -3.015 0.477 0.873
F -4.211 0.229 1.582
C -2.592 -0.361 -0.190
C -1.246 0.001 -0.920
O -0.929 -0.690 -1.926
H 2.118 -1.576 1.729
H 2.858 -2.823 0.578
H 3.815 -1.253 0.995
H 1.107 -1.403 -0.627
H 2.812 -1.071 -1.360
H 1.625 0.635 0.966
H 3.104 1.075 -0.010
H 1.113 1.041 -2.083
H 1.712 3.151 0.205
H 2.565 3.020 -1.401
H 0.866 3.677 -1.405
H -0.199 2.800 1.122
H -3.228 -1.255 -0.507
C -2.994 -3.789 -0.009
O -3.921 -3.113 -0.521
O -2.441 -3.517 1.113
O -2.480 -4.831 -0.540



26
Properties=species:S:1:pos:R:3 method="wB97M-V/def2-TZVPD" fmax_ev_per_a=7.73 mol_weight_g_mol=171.243 gap_ha=0.2805 multiplicity=1
C -1.052 1.079 2.321
C -1.221 1.693 0.942
C -0.954 0.382 0.120
C -1.938 -0.206 -0.737
C -1.670 -1.193 -1.659
C -0.361 -1.621 -1.846
C 0.692 -0.996 -1.167
C 2.135 -1.583 -1.016
C 2.945 -1.200 0.022
C 2.768 -0.184 0.825
C 1.471 0.449 0.680
C 0.375 -0.151 -0.083
H -1.224 1.941 3.096
H 0.039 0.868 2.375
H -1.757 0.079 2.445
H -0.206 1.973 0.635
H -1.938 3.295 -0.320
H -2.889 2.871 1.377
H -3.127 0.173 -0.807
H -2.568 -1.471 -2.376
H -0.119 -2.412 -2.309
H 2.492 -2.265 -1.821
H 3.915 -1.968 0.591
H 3.524 -0.191 1.902
H 0.923 1.138 1.484
N -2.314 2.451 0.473



28
Properties=species:S:1:pos:R:3 method="wB97M-V/def2-TZVPD" fmax_ev_per_a=5.26 mol_weight_g_mol=201.249 gap_ha=0.3074 total_charge=+1 multiplicity=1
C -0.043 -2.710 -1.271
C 0.094 -1.570 -0.951
C -3.686 1.346 -1.956
C -2.644 1.470 -2.830
C -3.546 0.919 -0.681
C -1.316 1.260 -2.354
C -2.294 0.642 -0.226
C -1.183 0.819 -1.005
C 1.537 0.051 1.304
C 3.154 -0.818 2.662
C 3.356 -1.300 1.261
C 0.144 0.554 -0.506
N 1.934 -0.021 2.552
N 0.406 0.587 0.884
O 2.470 -0.509 0.489
H -0.590 -3.616 -1.493
H -4.773 1.450 -2.253
H -2.792 1.705 -3.920
H -4.432 0.621 -0.061
H -0.253 1.400 -2.781
H -2.258 0.378 0.796
H 3.151 -1.593 3.493
H 3.953 -0.081 3.072
H 4.314 -1.002 0.797
H 3.129 -2.391 1.107
H 0.866 1.083 -1.118
H 1.535 0.490 3.262
H -0.234 0.837 1.725



28
Properties=species:S:1:pos:R:3 method="wB97M-V/def2-TZVPD" smiles=N[C@@](O)(c1ccccc1)c1cccc[nH+]1 fmax_ev_per_a=3.64 mol_weight_g_mol=201.249 gap_ha=0.2905 total_charge=+1 multiplicity=1
N 0.408 2.354 -0.034
C 0.021 1.065 0.558
O -0.125 1.365 2.041
C -1.182 0.363 0.078
C -2.115 -0.076 1.005
C -3.304 -0.784 0.647
C -3.493 -1.071 -0.694
C -2.561 -0.668 -1.628
C -1.438 0.079 -1.252
C 1.311 0.243 0.330
C 2.528 0.866 0.154
C 3.661 0.161 -0.234
C 3.569 -1.222 -0.347
C 2.434 -1.882 -0.102
N 1.306 -1.136 0.324
H -0.083 2.506 -0.993
H -0.113 2.952 0.524
H 0.800 1.613 2.366
H -2.043 0.128 2.015
H -4.013 -1.148 1.340
H -4.336 -1.709 -1.054
H -2.765 -0.645 -2.676
H -0.634 0.355 -1.904
H 2.561 2.025 0.146
H 4.588 0.699 -0.437
H 4.438 -1.773 -0.566
H 2.416 -2.942 -0.089
H 0.426 -1.630 0.318



36
Properties=species:S:1:pos:R:3 method="wB97M-V/def2-TZVPD" fmax_ev_per_a=2.58 mol_weight_g_mol=390.346 gap_ha="0.2528 / 0.2454" total_charge=+2 multiplicity=4
V 0.149 0.557 0.920
O -0.672 1.375 -0.696
C -0.507 1.172 -1.919
O 1.191 -0.582 -0.329
C 1.091 -0.640 -1.554
O 1.784 -1.504 -2.251
N 0.301 0.151 -2.376
C 1.417 -1.443 -3.663
C 0.568 -0.179 -3.791
H 0.871 -2.354 -3.888
H 2.337 -1.411 -4.234
H -0.356 -0.369 -4.326
H 1.107 0.635 -4.267
C -1.159 2.001 -2.918
C -1.272 3.323 -2.764
H -1.540 1.531 -3.811
H -0.887 3.830 -1.892
H -1.748 3.929 -3.520
N -3.388 -0.040 0.553
C -2.690 -0.578 1.655
N -1.371 -0.417 1.883
C -0.950 -1.013 3.025
C -1.939 -1.684 3.739
S -3.390 -1.497 2.884
C 0.477 -0.864 3.362
C 1.163 -1.372 4.460
S 2.781 -0.883 4.309
C 2.523 -0.053 2.863
N 1.232 -0.141 2.499
N 3.508 0.630 2.123
H -4.402 -0.197 0.457
H -2.904 0.522 -0.157
H -1.811 -2.217 4.672
H 0.744 -1.971 5.258
H 4.484 0.649 2.454
H 3.261 1.104 1.243



28
Properties=species:S:1:pos:R:3 method="wB97M-V/def2-TZVPD" fmax_ev_per_a=4.75 mol_weight_g_mol=203.241 gap_ha=0.3534 multiplicity=1
C -0.197 -3.217 1.938
C -0.530 -3.427 0.611
C 0.323 -1.958 2.342
C -0.292 -2.393 -0.321
C 0.489 -0.921 1.427
C 0.249 -1.186 0.096
C 0.914 0.528 1.537
C -1.767 1.605 -1.657
C -1.401 0.570 -0.927
C 0.429 0.077 -0.712
C 1.228 0.044 -2.066
C 0.226 3.282 0.215
N 0.944 0.963 0.284
O 1.069 1.193 2.550
O 1.124 2.317 -0.091
H -0.519 -3.943 2.691
H -0.853 -4.410 0.417
H 0.473 -1.772 3.473
H -0.402 -2.562 -1.371
H -2.749 2.119 -1.480
H -1.039 2.330 -2.139
H -2.018 -0.231 -0.618
H 0.723 -0.695 -2.728
H 2.191 -0.331 -1.793
H 1.395 1.075 -2.509
H -0.825 3.050 -0.156
H 0.582 4.314 -0.340
H 0.235 3.579 1.326